The following is a quantum chemistry calculation of a structure of composition C30H21IrN3O4, from OMol25.

The energy relative to the best compared isomer or geometry (same formula, charge and spin) is 0.000 eV. As for the expectation value of S²: 6.06. For the HOMO energy (spin up / spin down), the calculation gives -0.34814 / -0.42107 Ha. The spin multiplicity is 5. Its total charge is +1. The value obtained for the largest force on an atom is 0.508 eV/Å.

Last column: Löwdin charge in e.
Element x y z (Å)
1 Ir 0.82 0.16 -0.65  1.655
2 O 2.41 -0.75 7.24  0.137
3 O 2.70 -2.77 6.41  0.126
4 O 1.70 -0.85 -2.36  -0.089
5 O 0.40 -1.64 -0.03  -0.262
6 N -8.58 3.21 -0.14  0.186
7 N 1.59 1.87 -1.37  -0.132
8 N 1.89 0.86 1.07  -0.084
9 C -0.72 -4.99 -2.17  -0.051
10 C 2.27 2.64 -0.44  -0.255
11 C 2.35 -0.90 4.88  -0.127
12 C -1.07 -4.81 -0.82  -0.033
13 C 0.43 -2.85 -2.15  -0.091
14 C 2.38 0.48 4.73  0.007
15 C -7.50 2.85 -0.23  -0.162
16 C -3.88 2.78 -1.08  0.000
17 C 2.50 -1.44 6.27  -0.475
18 C -4.46 0.73 0.08  0.002
19 C -5.19 3.21 -0.97  -0.004
20 C -1.00 0.72 -0.76  -0.159
21 C 1.40 2.32 -2.63  -0.117
22 C 2.76 3.90 -0.82  -0.001
23 C 1.98 -1.12 2.50  -0.016
24 C 2.57 4.34 -2.10  -0.031
25 C 0.06 -2.67 -0.79  -0.287
26 C 2.14 -1.69 3.75  -0.012
27 C 2.04 0.27 2.35  -0.254
28 C 1.87 3.53 -3.04  -0.046
29 C 2.43 2.05 0.81  -0.087
30 C 1.30 -1.93 -2.85  -0.324
31 C 0.02 -4.03 -2.80  -0.013
32 C 1.81 -2.24 -4.22  0.015
33 C -6.13 2.40 -0.34  -0.202
34 C -5.77 1.16 0.19  -0.003
35 C 2.24 1.06 3.48  -0.007
36 C -0.67 -3.68 -0.15  0.012
37 C -2.17 1.09 -0.66  -0.021
38 C -3.51 1.53 -0.55  -0.234
39 H 1.83 -1.75 1.64  0.089
40 H 0.99 -2.45 -4.91  0.100
41 H 2.95 5.31 -2.40  0.119
42 H 1.72 3.86 -4.05  0.112
43 H -1.03 -5.88 -2.70  0.116
44 H 0.31 -4.18 -3.83  0.114
45 H 2.52 1.10 5.61  0.130
46 H 3.05 2.55 1.55  0.129
47 H -5.49 4.17 -1.36  0.130
48 H 2.23 2.15 3.42  0.111
49 H -1.65 -5.56 -0.31  0.121
50 H 2.45 -3.12 -4.19  0.112
51 H 2.07 -2.77 3.82  0.116
52 H 2.38 -1.39 -4.59  0.096
53 H -6.51 0.55 0.67  0.130
54 H -0.92 -3.53 0.90  0.130
55 H 3.29 4.50 -0.09  0.126
56 H -4.17 -0.23 0.48  0.126
57 H 0.87 1.66 -3.30  0.117
58 H 2.84 -3.19 5.55  0.090
59 H -3.14 3.40 -1.56  0.125

***

The following is a quantum chemistry calculation of a structure of composition C3H7I2N2O2 in a non-equilibrium geometry, from OMol25.

The energy relative to the best compared isomer or geometry (same formula, charge and spin) is 1.234 eV. For the HOMO energy, the calculation gives -0.45699 Ha. Its total charge is +1. The value obtained for the largest force on an atom is 4.624 eV/Å.

Last column: Löwdin charge in e.
Element x y z (Å)
1 I 0.62 -2.33 -0.26  0.902
2 I 4.73 0.07 0.13  0.311
3 O 0.10 1.99 -0.46  0.076
4 O -2.01 -2.05 1.20  -0.113
5 N -0.49 0.18 -1.97  0.161
6 N -0.80 0.47 1.57  0.263
7 C -1.47 -1.39 0.08  -0.561
8 C -0.93 -0.04 0.41  -0.276
9 C -0.42 0.76 -0.84  -0.417
10 H -0.63 1.42 1.94  0.182
11 H 5.04 1.38 1.11  -0.297
12 H 0.23 2.47 -1.31  0.145
13 H 0.01 0.65 -2.74  0.106
14 H -2.04 -1.55 -0.87  0.131
15 H -1.32 -0.03 2.35  0.192
16 H -2.48 -2.88 0.74  0.193

***

The following is a quantum chemistry calculation of the molecule C3H4N2O2 in a non-equilibrium geometry, from OMol25.

The energy relative to the best compared isomer or geometry (same formula, charge and spin) is 3.849 eV. For the HOMO energy, the calculation gives -0.33885 Ha. As for the structure (SMILES): Cc1nnoc1O. Its total charge is 0. The value obtained for the largest force on an atom is 4.883 eV/Å.

Last column: Löwdin charge in e.
Element x y z (Å)
1 O 0.98 1.76 0.03  0.094
2 O 1.42 -0.48 0.01  0.045
3 N 0.60 -1.65 -0.05  0.034
4 N -0.56 -1.32 0.02  0.052
5 C 0.54 0.53 0.05  -0.432
6 C -2.15 0.55 -0.02  -0.042
7 C -0.73 0.07 0.00  -0.253
8 H 2.00 1.75 -0.36  0.231
9 H -2.71 0.02 -0.79  0.068
10 H -2.30 1.68 -0.22  0.105
11 H -2.51 0.19 1.00  0.098

***

The following is a quantum chemistry calculation of a cluster of 2 separate species, C2H3O3S in total in a non-equilibrium geometry, from OMol25.

The energy relative to the best compared isomer or geometry (same formula, charge and spin) is 2.779 eV. For the HOMO energy, the calculation gives -0.06290 Ha. Its total charge is -1. The value obtained for the largest force on an atom is 2.528 eV/Å.

Last column: Löwdin charge in e.
Element x y z (Å)
1 S -1.85 1.18 0.28  0.398
2 O -0.94 -1.38 0.05  -0.321
3 O 2.50 0.48 -0.53  0.156
4 O 1.60 -0.95 1.09  0.101
5 C 1.96 -0.20 0.24  -0.457
6 C -0.78 -0.04 -0.58  -0.731
7 H -0.98 2.38 0.28  -0.160
8 H -1.25 0.00 -1.63  -0.026
9 H -0.26 -1.48 0.79  0.040